(1)
The following is a quantum chemistry calculation of C20H60O10 as an isolated structure, from OMol25.

Results
LUMO level	0.19	eV
orbital gap	8.1	eV
E_tot	-42168.60446	eV
HOMO level	-8.0	eV
relative energy (zero: lowest compared OMol25 entry of this formula, charge and spin)	18.194	eV

The geometry in XYZ format:
```
90
Properties=species:S:1:pos:R:3:forces:R:3:mulliken_charge:R:1
C 2.26111 3.60049 0.26795 1.2 0.5 0.0 0.00
C 2.23632 2.88297 1.59722 0.5 -0.1 -1.5 -0.45
O 0.93798 2.37862 1.83570 3.9 1.7 3.7 -0.79
H 3.25582 4.01063 0.09348 0.3 0.0 0.0 0.44
H 1.61114 4.47544 0.25817 -0.3 -0.1 0.1 0.38
H 2.04204 2.94170 -0.57236 0.4 0.8 1.5 -1.53
H 2.55524 3.57210 2.37920 -0.1 0.0 0.1 0.69
H 2.91254 2.02842 1.62104 0.4 0.6 -0.1 -0.19
H 0.70640 1.87990 1.04877 1.7 2.8 4.0 0.73
C -0.35890 -0.85365 2.91972 0.7 -1.4 1.6 -1.06
C 0.37423 -2.21990 2.60922 0.4 2.3 0.7 -0.28
O -0.59066 -3.25281 2.44314 1.2 -1.6 2.7 -0.50
H 0.39077 -0.07572 3.06436 0.0 -0.7 -0.2 0.02
H -0.83248 -0.91336 3.89965 0.0 -0.3 0.2 0.57
H -1.13096 -0.44791 2.26596 0.4 -0.9 -0.1 0.26
H 1.12716 -2.43760 3.36672 -0.4 -0.1 0.3 0.61
H 0.91085 -2.13939 1.66389 -0.1 0.3 1.1 0.22
H -0.18830 -4.07857 2.72209 -0.1 -0.2 -0.1 0.37
C 1.60490 3.63223 -2.48880 -1.0 -0.6 -0.7 -1.21
C 0.12216 3.49604 -2.05334 0.8 0.8 0.2 -0.87
O -0.29066 2.14598 -2.18987 -0.2 1.2 -0.9 -0.49
H 1.65704 3.29863 -3.52519 0.0 0.7 -0.5 0.46
H 2.22633 2.87418 -2.01206 -0.3 0.6 -0.4 0.55
H 2.01110 4.62634 -2.30217 0.0 -0.1 -0.3 0.39
H -0.56994 4.16677 -2.56248 0.2 0.1 -0.3 0.51
H -0.02261 3.67344 -0.98766 0.2 0.8 -0.1 0.47
H -0.38107 1.98632 -3.13217 0.0 -0.3 0.1 0.16
C 3.44480 0.99783 -1.18550 -1.0 -1.6 0.9 -1.18
C 2.96289 0.24546 0.09362 0.0 0.3 -0.1 1.85
O 3.97611 0.19633 1.07116 1.1 -0.2 0.2 -0.72
H 4.09328 0.38469 -1.81130 0.4 0.3 0.3 0.40
H 3.82572 1.97128 -0.87661 0.3 -0.3 -0.3 0.33
H 2.52748 1.10654 -1.76411 0.0 0.1 -0.2 -0.01
H 2.60743 -0.77483 -0.05043 0.6 0.1 -0.7 -0.24
H 2.07491 0.77154 0.44411 1.0 -0.4 0.0 -1.09
H 3.65475 0.37131 1.95869 -0.2 0.0 -0.1 0.37
C 0.91625 -2.86599 -0.07623 1.5 -2.6 -1.4 1.18
C 1.78323 -4.12304 0.04634 -1.2 -0.1 0.8 -1.35
O 3.02922 -4.02950 -0.53869 1.2 0.1 -0.9 -0.56
H -0.05089 -3.01826 0.40289 1.7 -0.3 -0.7 0.13
H 0.68933 -2.69197 -1.12805 0.2 -0.1 -0.1 0.39
H 1.47669 -1.99689 0.26824 -0.1 -0.9 -0.2 -0.58
H 1.29659 -5.00911 -0.36128 -0.2 0.1 -0.4 0.43
H 1.91626 -4.41032 1.08935 -0.1 0.2 0.6 0.35
H 3.59879 -3.48455 0.00923 0.1 0.1 0.0 0.32
C -3.29384 -3.00394 1.57043 -0.4 -1.0 0.3 -1.34
C -2.25912 -3.06233 0.43431 -3.0 -0.4 0.0 -0.19
O -1.37631 -2.05568 0.67420 -4.8 -1.7 1.5 0.03
H -3.76545 -2.03712 1.74635 0.4 0.3 -0.5 0.25
H -2.78208 -3.26886 2.49565 -0.3 0.0 0.0 0.35
H -4.12987 -3.69120 1.44072 0.1 -0.3 -0.1 0.45
H -2.76893 -2.88430 -0.51252 0.2 0.1 -0.1 0.21
H -1.77347 -4.03315 0.33559 0.1 -0.3 0.2 0.26
H -0.96742 -2.31259 1.50391 -1.0 0.3 -0.5 -0.37
C -1.40689 2.03740 3.12462 0.3 0.0 0.1 -0.50
C -0.13284 2.08590 3.99530 1.2 1.2 -0.5 0.00
O 0.78532 3.13851 3.69304 -1.8 2.7 6.9 -0.85
H -1.11565 2.19425 2.08603 -0.5 0.5 0.7 0.14
H -2.18975 2.73801 3.41508 0.2 0.2 0.1 0.53
H -1.84202 1.03868 3.16093 -0.2 0.1 0.2 0.10
H 0.48631 1.20395 3.83125 -0.5 0.0 0.6 0.11
H -0.37346 2.17140 5.05496 -0.1 -0.1 0.0 0.44
H 1.20418 2.98010 2.84388 -1.5 0.1 2.2 1.23
C -3.20567 -0.01429 -1.55755 -0.3 -0.5 -0.3 -0.36
C -4.06743 -1.12517 -2.23628 0.0 0.8 1.0 -0.37
O -5.34632 -0.57290 -2.49957 -0.3 0.6 0.0 -0.54
H -3.52742 0.30473 -0.56619 -0.6 -0.3 -0.1 0.50
H -3.15697 0.87208 -2.19006 -0.4 0.0 0.1 0.51
H -2.16668 -0.31474 -1.42212 -0.9 -0.5 0.2 -0.07
H -4.19730 -1.95089 -1.53669 0.2 -0.2 0.0 0.29
H -3.64130 -1.51954 -3.15876 0.4 0.1 0.0 0.40
H -5.87010 -1.12059 -3.08888 0.2 -0.2 0.0 0.32
C -1.12201 0.09381 -3.50868 -0.6 -0.1 -0.9 -0.89
C -0.10531 -0.98506 -3.47170 0.1 -1.0 1.2 1.04
O -0.27350 -1.87650 -4.55150 -0.1 0.1 -0.7 -0.60
H -0.72976 0.81113 -4.22958 -0.6 0.3 -0.4 0.48
H -1.36199 0.55611 -2.55118 0.8 -0.3 -1.1 -0.52
H -2.08313 -0.31832 -3.81607 0.2 0.1 -0.6 0.30
H -0.25782 -1.55327 -2.55411 0.2 -0.1 0.1 -0.45
H 0.89588 -0.55559 -3.43591 0.3 0.0 0.0 0.15
H 0.36804 -2.58524 -4.46363 0.1 0.0 0.0 0.36
C -0.13092 -0.42889 -0.35247 1.3 3.1 -0.1 0.43
C -0.18169 0.80687 0.58568 -2.4 -5.4 -3.2 -1.07
O 0.63779 1.79220 0.05665 -2.3 -2.9 -11.7 -0.65
H -0.67809 -1.24842 0.11343 1.4 2.3 -1.9 0.41
H 0.88762 -0.80217 -0.45896 -0.7 1.4 -0.8 -0.54
H -0.62909 -0.18520 -1.29085 1.1 0.0 0.6 -0.56
H 0.18653 0.52546 1.57225 -0.1 0.6 -1.2 -0.10
H -1.21827 1.13469 0.66399 0.0 0.1 0.0 0.89
H 0.27618 2.12897 -0.76641 -0.2 -0.9 -0.1 0.37
```
Forces are in eV/Å.

(2)
The following is a quantum chemistry calculation of a 10-piece molecular cluster, C20H60O10 overall, from OMol25.

Results
LUMO level	0.16	eV
orbital gap	9.6	eV
E_tot	-42186.06530	eV
structure (SMILES)	CC(C)O.CC(C)O.CC(C)O.CC(C)O.CC(C)O.CO.CO.CO.CO.CO
HOMO level	-9.4	eV
relative energy (zero: lowest compared OMol25 entry of this formula, charge and spin)	0.733	eV

The geometry in XYZ format:
```
90
Properties=species:S:1:pos:R:3:forces:R:3:mulliken_charge:R:1
C -1.76545 -4.28498 -1.87241 0.1 0.7 0.1 -0.96
C -2.00118 -2.89337 -2.47591 0.6 0.0 0.1 0.96
C -3.22877 -2.86663 -3.35293 -0.4 -0.5 0.3 -1.69
O -2.11813 -1.85812 -1.51128 -0.2 0.2 0.2 -0.48
H -1.42999 -4.90805 -2.70202 -0.1 -0.4 0.2 0.40
H -2.63383 -4.69934 -1.35924 -0.1 0.0 -0.2 0.36
H -0.97216 -4.20421 -1.12774 0.2 -0.1 -0.1 -0.03
H -1.09089 -2.69577 -3.05989 -0.2 0.1 -0.3 0.02
H -3.46132 -1.88639 -3.76232 0.3 0.0 -0.1 0.37
H -4.09484 -3.17855 -2.75842 0.0 0.1 0.1 0.38
H -3.13516 -3.62116 -4.13624 0.0 0.2 -0.2 0.38
H -1.25994 -1.71706 -1.07352 -0.2 -0.4 0.1 0.15
C 1.84997 3.81303 1.15319 0.3 0.4 0.0 -1.13
C 1.52026 3.27378 2.52742 -0.5 -0.3 -0.2 0.46
C 0.67249 1.99238 2.47607 -0.1 0.4 -0.5 -0.59
O 2.76436 3.03618 3.19084 -0.2 0.0 0.5 -0.55
H 2.45399 4.71938 1.23366 0.0 0.0 0.2 0.44
H 0.94526 4.08910 0.61184 0.0 -0.2 0.0 0.28
H 2.44095 3.11225 0.56228 -0.2 -0.2 0.0 0.11
H 0.92684 4.01841 3.07017 0.3 0.2 0.1 0.18
H -0.00701 2.06862 1.62259 0.1 -0.1 0.0 -0.29
H 0.01441 1.85001 3.33484 0.3 0.0 0.3 0.42
H 1.32857 1.13415 2.32885 -0.1 -0.1 0.0 0.29
H 2.55595 2.70874 4.07378 0.1 0.0 0.0 0.30
C -2.06666 -0.96264 3.11042 -0.1 -0.2 -0.6 -0.90
C -0.85405 -1.52334 3.81311 -0.1 -0.3 0.4 0.37
C -1.12961 -2.80871 4.61520 -0.1 0.8 -0.8 -1.41
O 0.08263 -1.82063 2.75360 0.2 0.3 0.7 -0.39
H -2.93024 -0.73653 3.73188 0.2 0.0 0.3 0.52
H -2.39113 -1.70187 2.36952 0.0 0.0 0.1 0.27
H -1.79439 -0.07799 2.53093 0.0 0.1 0.2 -0.06
H -0.40694 -0.79621 4.50124 0.0 0.2 -0.2 0.26
H -0.18176 -3.25493 4.91152 0.0 -0.1 0.1 0.38
H -1.66313 -3.47665 3.93977 0.0 -0.3 0.3 0.30
H -1.72572 -2.57390 5.49552 0.0 -0.1 0.0 0.43
H 0.91190 -2.02844 3.19944 0.1 -0.1 -0.3 0.17
C -4.53806 1.17630 1.42468 -0.4 -0.4 0.2 -1.23
C -3.59259 2.36746 1.32108 -0.2 -0.6 -1.1 0.47
C -2.65525 2.16008 0.12303 0.3 0.1 0.6 -0.46
O -4.32708 3.57538 1.14993 0.2 0.2 0.4 -0.58
H -4.00377 0.23683 1.26821 0.0 0.0 0.1 0.19
H -5.32712 1.22213 0.66923 0.3 0.2 -0.2 0.36
H -5.09419 1.10226 2.36222 0.3 0.2 0.2 0.33
H -2.98615 2.46476 2.22151 -0.1 0.2 0.1 0.20
H -3.21294 1.97600 -0.79639 -0.1 0.1 0.0 0.67
H -1.99541 1.30440 0.28790 -0.2 0.0 0.0 -0.50
H -2.01415 3.03840 0.01924 -0.2 -0.1 -0.1 0.16
H -4.50702 3.68495 0.21187 -0.1 0.0 0.0 0.36
C -0.83433 3.88931 -2.39071 -0.2 0.7 -0.2 -1.56
C -0.07983 2.61657 -2.73521 0.3 0.9 -0.4 1.06
C 0.14261 2.52430 -4.23778 0.0 -0.4 -0.4 -1.51
O 1.21296 2.65684 -2.08425 -0.3 -0.2 0.0 -0.36
H -0.34734 4.77254 -2.82342 0.3 -0.1 0.1 0.46
H -0.91528 4.05322 -1.31648 0.1 -0.1 -0.1 0.29
H -1.83550 3.93484 -2.82720 0.0 -0.4 0.1 0.41
H -0.63684 1.77319 -2.33249 0.3 -0.3 -0.1 -0.11
H 0.65286 1.60517 -4.53352 -0.2 -0.2 0.2 0.37
H 0.79151 3.31524 -4.62845 -0.1 0.3 0.4 0.34
H -0.80002 2.60592 -4.78312 0.0 -0.1 0.0 0.41
H 1.61544 3.46961 -2.41460 0.2 0.0 0.2 0.26
C 1.95914 -3.22205 -2.63305 0.8 0.7 0.0 -0.11
O 2.34545 -2.21534 -3.57010 -0.3 -0.1 0.1 -0.52
H 1.21634 -3.85602 -3.10824 -0.1 -0.1 0.1 0.20
H 2.85140 -3.79472 -2.35415 -0.2 -0.3 -0.1 0.36
H 1.58095 -2.78161 -1.70887 -0.3 -0.1 -0.1 -0.19
H 2.54316 -1.38505 -3.11032 0.0 -0.1 -0.1 0.41
C 4.21868 1.03945 -2.93609 -0.1 -0.2 1.3 -0.73
O 2.92163 0.46699 -2.72285 0.3 0.3 -0.5 -0.44
H 4.19388 2.10778 -2.70989 0.0 0.1 -0.3 0.29
H 4.87084 0.59555 -2.17715 0.3 0.0 -0.3 0.21
H 4.64720 0.86921 -3.92032 -0.4 -0.1 -0.2 0.29
H 2.35042 1.19285 -2.42679 -0.2 -0.1 -0.1 0.31
C 5.02038 1.23100 1.21276 -0.5 -0.5 0.2 -0.18
O 5.17087 2.47553 1.83542 0.2 0.5 0.0 -0.55
H 5.05594 0.42446 1.95339 0.2 -0.2 -0.2 0.27
H 4.07305 1.10282 0.66659 -0.1 0.3 0.1 -0.16
H 5.80196 1.09763 0.46850 0.2 0.1 0.2 0.25
H 4.49048 2.61015 2.51396 -0.1 -0.1 -0.4 0.40
C 0.62208 -0.27307 -0.46385 -0.1 -0.4 0.3 -0.16
O 0.26246 -1.57234 0.01601 0.0 0.3 -0.1 -0.37
H 0.61915 -0.30898 -1.55155 0.2 0.0 0.0 0.39
H -0.11620 0.47415 -0.15972 0.1 0.1 0.1 -0.31
H 1.60541 -0.02055 -0.06658 0.1 0.3 -0.3 0.55
H 0.24246 -1.52949 0.99010 -0.2 -0.2 -0.2 0.01
C 0.09763 -4.88233 1.73008 0.2 -0.6 0.1 -0.27
O -0.46567 -6.12769 2.16642 0.3 0.3 -0.2 -0.56
H 0.84779 -4.53894 2.44983 -0.2 0.2 0.1 0.27
H 0.61332 -4.99528 0.77220 -0.2 0.1 -0.1 0.32
H -0.71499 -4.17127 1.64255 0.1 0.1 0.0 -0.01
H 0.23705 -6.77906 2.08066 -0.2 -0.1 0.1 0.29
```
Forces are in eV/Å.